1.
{"formula": "C28H35BBr56F3NO3P", "method": "wB97M-V/def2-TZVPD", "e_lumo_ev": 0.872, "e_tot_ev": -3977730.183, "charge": -1, "gap_ev": 6.43, "symbols": ["C", "O", "C", "B", "C", "Br", "C", "C", "Br", "O", "C", "C", "C", "C", "F", "F", "F", "C", "P", "N", "O", "H", "H", "H", "H", "H", "H", "H", "H", "H", "H", "H", "H", "H", "H", "H", "H", "H", "C", "Br", "Br", "Br", "H", "C", "Br", "Br", "Br", "H", "C", "Br", "Br", "Br", "H", "C", "Br", "Br", "Br", "H", "C", "Br", "Br", "Br", "H", "C", "Br", "Br", "Br", "H", "C", "Br", "Br", "Br", "H", "C", "Br", "Br", "Br", "H", "C", "Br", "Br", "Br", "H", "C", "Br", "Br", "Br", "H", "C", "Br", "Br", "Br", "H", "C", "Br", "Br", "Br", "H", "C", "Br", "Br", "Br", "H", "C", "Br", "Br", "Br", "H", "C", "Br", "Br", "Br", "H", "C", "Br", "Br", "Br", "H", "C", "Br", "Br", "Br", "H", "C", "Br", "Br", "Br", "H"], "xyz": [[4.384, -1.773, 1.441], [3.053, -2.052, 1.134], [2.440, -1.046, 0.309], [1.435, -0.108, 1.170], [2.121, 0.524, 2.506], [3.359, 1.974, 2.174], [1.948, 0.124, 3.740], [1.046, -1.016, 4.060], [2.873, 0.936, 5.229], [0.147, -0.855, 1.317], [-0.808, -0.282, 0.519], [-2.220, -0.638, 0.899], [-2.503, -0.453, 2.384], [-3.914, -0.794, 2.669], [-4.192, -0.791, 3.977], [-4.241, -2.030, 2.223], [-4.754, 0.051, 2.069], [-0.396, 1.208, 0.589], [-1.242, 2.356, -0.530], [-2.116, 3.402, 0.274], [0.974, 1.080, 0.361], [4.851, -2.710, 1.722], [4.930, -1.366, 0.593], [4.481, -1.112, 2.298], [1.875, -1.509, -0.479], [3.204, -0.449, -0.194], [0.037, -0.687, 3.871], [1.207, -1.857, 3.408], [1.091, -1.261, 5.107], [-0.724, -0.578, -0.535], [-2.368, -1.689, 0.693], [-2.913, -0.072, 0.290], [-1.839, -1.129, 2.898], [-2.268, 0.543, 2.727], [-0.500, 1.489, 1.638], [-2.133, 1.587, -1.318], [-0.305, 2.993, -1.366], [-1.805, 4.347, 0.062], [0.159, 6.612, 2.019], [1.102, 8.088, 1.202], [-1.534, 6.293, 1.172], [1.225, 5.015, 2.075], [-0.047, 6.895, 3.040], [2.928, -1.666, -4.766], [2.297, -3.198, -5.753], [1.474, -0.723, -3.940], [4.286, -2.137, -3.490], [3.381, -0.997, -5.481], [2.818, 4.213, -2.500], [1.579, 5.682, -2.325], [3.150, 3.420, -0.775], [2.207, 2.989, -3.865], [3.755, 4.617, -2.849], [-3.287, 7.877, 4.624], [-2.310, 9.318, 3.797], [-4.965, 7.554, 3.740], [-2.223, 6.282, 4.727], [-3.510, 8.181, 5.635], [-1.547, 6.530, -5.136], [-0.783, 8.080, -4.292], [-1.823, 5.129, -3.856], [-3.155, 6.953, -6.110], [-0.826, 6.170, -5.854], [-7.360, -1.759, 0.326], [-8.425, -1.339, 1.873], [-8.314, -2.897, -0.905], [-6.700, -0.175, -0.532], [-6.501, -2.314, 0.674], [2.611, 10.478, -2.584], [1.286, 9.643, -1.467], [4.328, 9.627, -2.411], [2.049, 10.568, -4.423], [2.723, 11.495, -2.240], [-1.785, 0.188, -6.026], [-1.431, 1.535, -7.356], [-1.806, 0.921, -4.254], [-3.404, -0.782, -6.412], [-0.970, -0.522, -6.066], [0.756, -2.995, 8.255], [-0.143, -3.770, 6.741], [2.097, -4.177, 8.976], [1.473, -1.267, 7.816], [0.014, -2.851, 9.025], [8.039, -4.561, -3.764], [8.380, -3.195, -5.078], [8.057, -3.850, -1.976], [6.404, -5.503, -4.129], [8.844, -5.276, -3.832], [-2.773, -6.721, 5.473], [-3.933, -8.155, 4.940], [-3.223, -5.066, 4.603], [-2.717, -6.542, 7.391], [-1.777, -6.987, 5.153], [-2.480, -4.309, -6.738], [-3.755, -5.745, -6.607], [-1.513, -4.055, -5.099], [-1.290, -4.546, -8.234], [-3.038, -3.403, -6.920], [3.873, 14.238, -5.641], [3.070, 14.513, -3.911], [5.240, 12.884, -5.592], [2.550, 13.867, -6.988], [4.354, 15.164, -5.914], [5.644, 3.846, 7.339], [5.179, 2.118, 8.052], [5.367, 3.936, 5.440], [4.725, 5.266, 8.263], [6.699, 3.986, 7.515], [4.145, -8.393, -6.268], [3.023, -6.861, -5.967], [4.353, -9.443, -4.669], [3.520, -9.458, -7.746], [5.123, -8.023, -6.534], [-6.545, -0.831, -8.954], [-7.311, -0.617, -7.203], [-5.275, -2.276, -8.996], [-7.897, -1.036, -10.308], [-6.002, 0.075, -9.178], [-0.035, -9.550, 6.229], [-0.934, -10.308, 4.703], [1.283, -10.760, 6.941], [0.735, -7.829, 5.842], [-0.781, -9.404, 6.999], [-5.295, -12.191, 6.280], [-6.742, -11.374, 7.250], [-5.290, -11.647, 4.432], [-3.600, -11.869, 7.129], [-5.461, -13.256, 6.296]]}

2.
{"formula": "C7H6NO7Yb", "method": "wB97M-V/def2-TZVPD", "e_lumo_ev": [-8.232, -8.731], "multiplicity": 2, "de_lowest_kcal_mol": 16.9, "e_tot_ev": -54689.898, "charge": 2, "gap_ev": [7.74, 7.33], "symbols": ["O", "C", "Yb", "C", "O", "C", "O", "C", "O", "C", "O", "H", "N", "C", "C", "O", "O", "H", "H", "H", "H", "H"], "xyz": [[-0.006, 3.648, -0.282], [-0.085, 2.534, -0.031], [-0.061, -0.146, 0.748], [-0.034, -2.359, -0.347], [-0.021, -3.358, -0.914], [-0.380, -0.185, -1.938], [-0.049, -0.876, -2.885], [2.006, -0.341, -0.602], [2.957, -0.379, -1.240], [-1.690, -0.559, -1.170], [-2.717, 0.022, -1.291], [-0.003, 0.850, -1.610], [0.883, 0.636, 5.231], [0.796, -0.742, 4.663], [0.527, -0.541, 3.199], [0.533, -1.519, 2.379], [0.284, 0.667, 2.818], [1.863, 0.941, 5.237], [0.556, 0.681, 6.200], [0.347, 1.266, 4.596], [1.735, -1.274, 4.822], [-0.026, -1.281, 5.137]]}

3.
{"formula": "C46H112BN7O22", "method": "wB97M-V/def2-TZVPD", "e_lumo_ev": -12.015, "e_tot_ev": -105605.479, "charge": 6, "gap_ev": 7.69, "symbols": ["O", "C", "O", "B", "O", "C", "O", "O", "C", "O", "C", "O", "O", "C", "O", "C", "C", "N", "H", "H", "C", "C", "O", "C", "H", "H", "H", "H", "H", "H", "H", "H", "H", "H", "H", "H", "H", "H", "C", "O", "C", "C", "N", "H", "H", "C", "C", "O", "C", "H", "H", "H", "H", "H", "H", "H", "H", "H", "H", "H", "H", "H", "H", "C", "O", "C", "C", "N", "H", "H", "C", "C", "O", "C", "H", "H", "H", "H", "H", "H", "H", "H", "H", "H", "H", "H", "H", "H", "C", "O", "C", "C", "N", "H", "H", "C", "C", "O", "C", "H", "H", "H", "H", "H", "H", "H", "H", "H", "H", "H", "H", "H", "H", "C", "O", "C", "C", "N", "H", "H", "C", "C", "O", "C", "H", "H", "H", "H", "H", "H", "H", "H", "H", "H", "H", "H", "H", "H", "C", "O", "C", "C", "N", "H", "H", "C", "C", "O", "C", "H", "H", "H", "H", "H", "H", "H", "H", "H", "H", "H", "H", "H", "H", "C", "O", "C", "C", "N", "H", "H", "C", "C", "O", "C", "H", "H", "H", "H", "H", "H", "H", "H", "H", "H", "H", "H", "H", "H"], "xyz": [[3.880, -0.135, -0.461], [2.661, -0.293, -0.552], [1.868, -1.147, 0.116], [0.432, -0.877, -0.190], [0.426, 0.180, -1.211], [1.703, 0.566, -1.440], [2.018, 1.423, -2.247], [-0.357, -0.509, 1.036], [-1.346, -1.383, 1.146], [-2.087, -1.593, 2.100], [-1.283, -2.347, 0.000], [-0.209, -2.107, -0.743], [-2.054, -3.292, -0.126], [-0.086, -5.206, -4.187], [1.098, -4.877, -3.534], [1.035, -5.077, -2.120], [2.245, -4.386, -1.510], [3.576, -4.745, -2.174], [3.594, -5.743, -2.332], [3.666, -4.309, -3.081], [4.771, -4.339, -1.222], [6.137, -4.809, -1.685], [6.006, -6.163, -1.874], [7.338, -6.751, -1.740], [-0.087, -4.962, -5.249], [-0.933, -4.578, -3.911], [-0.306, -6.255, -3.990], [1.013, -6.125, -1.818], [0.117, -4.708, -1.663], [2.413, -4.531, -0.443], [2.053, -3.314, -1.553], [4.610, -4.804, -0.250], [4.704, -3.251, -1.210], [6.768, -4.497, -0.853], [6.329, -4.333, -2.646], [6.963, -7.775, -1.748], [7.853, -6.593, -0.793], [7.832, -6.596, -2.700], [6.924, 0.483, 3.009], [6.980, -0.868, 2.807], [5.902, -1.405, 2.014], [4.483, -0.991, 2.384], [4.150, -1.362, 3.832], [3.923, -2.345, 3.890], [4.892, -1.248, 4.508], [3.006, -0.767, 4.593], [1.703, -1.405, 4.126], [1.764, -2.764, 4.550], [0.571, -3.464, 4.148], [7.783, 0.774, 3.614], [6.131, 0.825, 3.673], [6.955, 1.117, 2.123], [5.958, -2.493, 1.985], [6.164, -1.177, 0.981], [3.722, -1.440, 1.746], [4.352, 0.091, 2.391], [3.039, 0.322, 4.567], [3.216, -1.151, 5.592], [1.407, -1.246, 3.089], [0.978, -0.765, 4.629], [-0.342, -3.094, 4.615], [0.555, -4.465, 4.578], [0.426, -3.423, 3.069], [-2.333, 4.616, -0.925], [-2.390, 3.927, -2.134], [-1.755, 2.597, -2.011], [-2.259, 1.698, -3.209], [-1.747, 2.257, -4.554], [-2.209, 1.830, -5.344], [-2.085, 3.201, -4.677], [-0.260, 2.153, -4.916], [0.162, 0.767, -5.232], [-0.015, -0.260, -4.215], [0.731, -1.436, -4.523], [-2.671, 5.631, -1.134], [-1.288, 4.723, -0.637], [-2.955, 4.158, -0.156], [-1.938, 2.126, -1.046], [-0.673, 2.731, -2.019], [-3.293, 1.917, -3.477], [-2.099, 0.622, -3.274], [0.216, 2.624, -4.057], [-0.287, 2.877, -5.731], [1.158, 0.855, -5.666], [-0.399, 0.486, -6.123], [0.531, -2.206, -3.778], [1.820, -1.466, -4.474], [0.584, -1.935, -5.480], [0.381, 3.147, 1.142], [-0.784, 3.619, 1.896], [-1.112, 2.638, 2.894], [-2.005, 3.322, 3.946], [-1.419, 4.712, 4.360], [-1.539, 5.426, 3.656], [-2.075, 5.028, 5.060], [0.067, 4.723, 4.899], [0.413, 6.193, 5.166], [-0.559, 6.800, 6.042], [-0.148, 8.046, 6.602], [0.771, 3.815, 0.374], [0.022, 2.272, 0.600], [1.242, 2.919, 1.770], [-0.196, 2.276, 3.360], [-1.533, 1.682, 2.584], [-2.004, 2.858, 4.932], [-3.033, 3.617, 3.734], [0.734, 4.311, 4.142], [0.014, 4.158, 5.830], [0.514, 6.840, 4.295], [1.379, 6.105, 5.664], [-0.778, 8.330, 7.445], [-0.302, 8.862, 5.896], [0.899, 7.960, 6.893], [-1.627, -5.394, 2.673], [-2.444, -4.346, 3.078], [-3.782, -4.474, 2.662], [-4.584, -3.108, 2.896], [-4.042, -2.339, 4.164], [-4.306, -2.827, 5.008], [-3.046, -2.378, 4.002], [-4.499, -0.915, 4.188], [-3.924, -0.159, 5.440], [-4.290, -0.828, 6.682], [-3.879, -0.080, 7.849], [-0.555, -5.214, 2.587], [-1.945, -5.694, 1.674], [-1.807, -6.282, 3.279], [-4.327, -5.272, 3.166], [-3.797, -4.481, 1.572], [-5.634, -3.309, 3.110], [-4.380, -2.422, 2.073], [-5.584, -0.830, 4.244], [-4.017, -0.426, 3.341], [-4.389, 0.817, 5.296], [-2.839, -0.083, 5.366], [-4.404, -0.414, 8.744], [-4.056, 0.984, 7.690], [-2.822, -0.331, 7.929], [2.014, 5.382, -3.707], [2.683, 4.174, -4.090], [4.072, 4.472, -4.189], [4.917, 3.278, -4.717], [4.318, 1.942, -4.180], [3.562, 2.205, -3.563], [3.925, 1.543, -5.020], [5.203, 0.892, -3.494], [5.791, 1.463, -2.181], [6.944, 2.275, -2.386], [7.320, 3.044, -1.254], [2.278, 5.622, -2.677], [0.925, 5.333, -3.727], [2.286, 6.207, -4.366], [4.376, 4.814, -3.200], [4.301, 5.340, -4.807], [5.987, 3.309, -4.508], [4.902, 3.188, -5.803], [5.995, 0.593, -4.181], [4.554, 0.086, -3.150], [6.087, 0.720, -1.441], [5.036, 2.078, -1.690], [6.552, 3.755, -0.950], [8.027, 3.759, -1.676], [7.848, 2.441, -0.515], [-3.595, -2.076, -2.669], [-4.610, -1.137, -2.756], [-5.190, -0.782, -1.513], [-6.031, 0.460, -1.703], [-7.188, 0.128, -2.681], [-6.747, -0.088, -3.564], [-7.692, -0.659, -2.300], [-8.289, 1.190, -3.004], [-9.259, 0.514, -3.986], [-9.846, -0.665, -3.483], [-11.163, -1.025, -4.001], [-3.393, -2.500, -3.653], [-3.890, -2.893, -2.010], [-2.685, -1.669, -2.229], [-4.379, -0.530, -0.830], [-5.821, -1.549, -1.063], [-5.405, 1.250, -2.119], [-6.515, 0.802, -0.788], [-7.758, 2.063, -3.384], [-8.653, 1.435, -2.007], [-8.742, 0.223, -4.900], [-10.031, 1.239, -4.243], [-11.884, -0.213, -3.905], [-11.619, -1.870, -3.485], [-11.041, -1.409, -5.013]]}

4.
{"formula": "C5H9AuO3", "method": "wB97M-V/def2-TZVPD", "e_lumo_ev": [-11.211, -12.479], "multiplicity": 3, "de_lowest_kcal_mol": 162.3, "e_tot_ev": -15132.896, "charge": 2, "gap_ev": [6.75, 7.14], "symbols": ["O", "C", "C", "H", "H", "H", "O", "C", "C", "O", "C", "Au", "H", "H", "H", "H", "H", "H"], "xyz": [[-0.810, -1.743, 1.063], [-0.470, -1.622, -0.224], [1.060, -1.379, -0.274], [-1.938, -0.985, -0.722], [1.677, -2.236, 0.025], [1.279, -1.296, -1.353], [-2.129, 1.038, 0.992], [-1.655, 1.255, -0.192], [-0.193, 1.690, -0.081], [0.461, 0.804, 0.819], [1.515, -0.074, 0.377], [-0.805, -0.076, 1.955], [-1.806, 1.205, -1.287], [-0.084, 2.750, 0.192], [0.254, 1.573, -1.082], [2.087, -0.303, 1.284], [2.167, 0.497, -0.296], [-0.609, -1.098, -1.195]]}